ORCA calculation (ωB97M-V with the def2-TZVPD basis set) on C26H28F3N4O4SV as an isolated structure.

Geometry as ORCA input:
```
! RIJCOSX wB97M-V def2-TZVPD def2/J DEFGRID3
* xyz -1 4
V 0.06 -0.26 -0.99
C 3.91 2.45 2.84
C 2.66 1.58 2.72
N 2.80 0.50 1.74
C 3.18 -0.82 2.23
C 4.69 -1.04 2.21
C 2.51 0.73 0.45
S 2.56 -0.55 -0.71
N 2.31 2.02 0.13
C 1.44 2.41 -0.78
O 0.48 1.75 -1.26
C 1.58 3.82 -1.27
C 0.62 4.36 -2.12
C 0.74 5.66 -2.58
C 1.82 6.44 -2.20
C 2.79 5.91 -1.35
C 2.67 4.61 -0.89
H 3.73 3.28 3.53
H 4.16 2.87 1.86
H 4.77 1.89 3.20
H 1.81 2.19 2.43
H 2.42 1.12 3.67
H 2.70 -1.56 1.61
H 2.79 -0.92 3.24
H 5.06 -0.93 1.19
H 4.92 -2.05 2.55
H 5.22 -0.34 2.85
H -0.22 3.74 -2.40
H -0.02 6.07 -3.24
H 1.91 7.45 -2.56
H 3.64 6.51 -1.06
H 3.41 4.18 -0.23
C 0.36 -2.99 4.09
C 0.47 -3.30 2.72
C 0.22 -2.34 1.78
C -0.17 -1.02 2.14
C -0.40 -0.04 1.11
C -0.85 1.19 1.58
C -1.03 1.49 2.95
C -0.75 0.56 3.91
C -0.32 -0.73 3.52
C -0.03 -1.74 4.48
H 0.57 -3.75 4.84
H 0.77 -4.30 2.42
H 0.31 -2.57 0.73
H -1.06 1.98 0.86
H -1.37 2.48 3.24
H -0.87 0.79 4.96
H -0.13 -1.50 5.53
F 0.58 -4.12 -1.06
C 0.01 -4.28 -2.26
F 0.84 -5.04 -3.00
F -1.12 -4.99 -2.07
C -0.31 -2.94 -2.98
O -0.87 -3.06 -4.07
O 0.00 -1.90 -2.36
C -0.86 0.71 -4.16
N -1.93 -0.25 -3.97
C -2.31 -0.54 -2.70
N -3.16 -1.61 -2.55
O -1.97 0.14 -1.72
H -0.88 1.05 -5.19
H 0.12 0.28 -3.94
H -1.01 1.56 -3.50
H -1.88 -1.07 -4.56
H -3.06 -2.35 -3.23
H -3.22 -1.92 -1.60
*
```

Values from the calculation:
HOMO level (spin up / spin down): -3.647 / -4.879 eV
energy relative to the best compared isomer or geometry (same formula, charge and spin): 0.1056 eV

These are the natural (NBO) partial charges, in e, on atoms 1 to 2: 1.12, -0.61